{
  "formula": "C36H80Cl2N4",
  "method": "the ωB97M-V functional and the def2-TZVPD basis",
  "species": ["Cl", "Cl", "N", "N", "N", "N", "C", "C", "C", "C", "C", "C", "C", "C", "C", "C", "C", "C", "C", "C", "C", "C", "C", "C", "C", "C", "C", "C", "C", "C", "C", "C", "C", "C", "C", "C", "C", "C", "C", "C", "C", "C", "H", "H", "H", "H", "H", "H", "H", "H", "H", "H", "H", "H", "H", "H", "H", "H", "H", "H", "H", "H", "H", "H", "H", "H", "H", "H", "H", "H", "H", "H", "H", "H", "H", "H", "H", "H", "H", "H", "H", "H", "H", "H", "H", "H", "H", "H", "H", "H", "H", "H", "H", "H", "H", "H", "H", "H", "H", "H", "H", "H", "H", "H", "H", "H", "H", "H", "H", "H", "H", "H", "H", "H", "H", "H", "H", "H", "H", "H", "H", "H"],
  "positions_angstrom": [[1.70319, -1.05934, -1.89767], [-2.93741, 0.90357, 2.62596], [3.42195, -2.46997, 1.54942], [2.57403, 0.19089, -5.64604], [-5.25598, 3.27888, 5.63084], [-2.18486, -1.24038, -0.40591], [-2.07048, 2.40817, -1.62545], [2.46518, 0.94422, -6.89736], [-4.32025, 3.40745, 4.50158], [-6.37725, 1.17242, 4.71289], [4.47168, -1.21170, -6.75012], [4.50353, -2.23501, 2.60710], [-1.40718, -4.07340, -0.37767], [-5.44293, 0.34136, 5.56890], [5.18294, -3.61840, -0.12485], [1.22732, 2.96978, -3.27813], [5.67201, -3.57019, -1.58573], [-4.23898, 1.05851, 6.21000], [5.37420, -1.10154, 2.19607], [-6.57273, 2.61272, 5.21135], [-1.72970, 0.17367, -0.68771], [3.39250, 0.05323, 1.15739], [3.91780, -2.81907, 0.13626], [4.36835, -0.25331, -7.90749], [-5.63887, 4.62824, 6.18636], [1.57988, -0.94204, -5.51084], [2.40082, 1.13411, -4.49268], [2.57723, -1.22910, 1.44400], [-1.24388, -1.75859, 0.61758], [2.90703, 0.23536, -8.07650], [2.54565, -3.53980, 2.07915], [-2.35083, 0.90414, -1.90155], [4.53833, 0.19120, 2.06958], [-1.43743, -3.21343, 0.84669], [-2.12086, -2.09465, -1.63935], [-2.36427, -3.54519, -1.40614], [-3.66655, -1.18176, 0.17917], [-2.04880, 4.39334, 3.68797], [1.05553, 1.95432, -4.42482], [3.94580, -0.49357, -5.43252], [-2.98977, 4.04262, 4.84502], [-4.55062, 2.46493, 6.71910], [5.19900, -4.62092, 0.29524], [-5.94066, 5.29750, 5.36969], [-5.95153, -0.15590, 6.44692], [-1.01698, 2.48460, -1.55198], [2.22760, -3.26365, 3.10341], [-1.95512, 0.75101, 0.18874], [1.76895, -1.73870, -6.18055], [1.95857, -1.46353, 0.54595], [5.79990, -1.21895, 1.21206], [1.57388, -1.21763, -4.46071], [-4.86519, 5.05332, 6.79542], [-2.49557, 3.37810, 5.55988], [-2.43345, 2.75546, -0.61504], [-6.07202, 1.18711, 3.70925], [4.23863, 0.35807, 3.09785], [-5.28051, 2.46307, 7.49160], [-2.88358, -1.60409, -2.28161], [5.13233, 1.04419, 1.72280], [4.04472, -1.87443, -0.40201], [6.73096, -3.92780, -1.62408], [-1.87574, 3.52430, 3.06851], [-1.82252, 0.59398, -2.79226], [3.01850, -3.26131, -0.21452], [1.43014, 2.54314, -2.32780], [-4.26265, -0.73040, -0.62047], [2.63755, 0.83080, 1.41937], [-6.39379, 4.46526, 6.95455], [-3.78028, 3.11829, 7.16874], [-0.26656, -1.57418, 0.16065], [1.88994, -1.22214, 2.28056], [-2.15604, -4.04050, -2.36627], [-4.04894, -2.13940, 0.45646], [-2.42577, -3.45986, 1.22493], [5.13847, -4.24857, -2.19295], [-3.59104, -0.53051, 0.98404], [-3.10106, 5.03955, 5.35710], [-3.42794, 1.12144, 5.49306], [2.05800, 3.73280, -3.43879], [3.93185, -2.09512, -7.01220], [1.41161, 1.20279, -7.00285], [3.15138, -4.43194, 2.24513], [6.19154, -0.98963, 2.93719], [-3.39483, -3.75440, -1.15620], [3.97434, -1.96956, 3.54530], [0.79060, 2.44709, -5.34687], [-1.03727, 4.56766, 4.08767], [-7.14723, 2.53440, 6.15105], [5.03695, 0.58236, -7.65275], [-4.22588, 2.43060, 4.06858], [-3.44863, 0.70924, -2.05298], [5.04195, -3.15856, 2.77330], [-2.34467, 5.21207, 3.01129], [-0.63993, 0.13903, -0.76759], [-2.59968, 2.99667, -2.42599], [2.96644, 1.88856, -6.70000], [5.51390, -1.50275, -6.55150], [2.49694, 0.50005, -3.60752], [-1.68879, -5.07405, -0.12523], [0.22222, 1.29056, -4.09776], [0.57441, -0.59358, -5.75871], [-0.66875, -3.49901, 1.60380], [2.76508, 0.83679, -8.96994], [6.00072, -3.11860, 0.42728], [4.74103, -0.73244, -8.79205], [-3.78154, 0.58570, 7.08623], [-5.02067, -0.46958, 5.04973], [3.87210, -1.24590, -4.61621], [4.71096, 0.20633, -5.11727], [-1.36923, -1.23393, 1.58904], [3.30033, 1.76069, -4.47970], [-4.81688, 4.08279, 3.75671], [-7.37536, 0.70003, 4.67853], [-1.08329, -1.99165, -2.04130], [5.76012, -2.56191, -2.04011], [2.32968, -0.68683, -8.36823], [3.61775, 0.21000, 0.13209], [-0.42087, -4.14985, -0.86849], [-6.99936, 3.36230, 4.54994], [0.24638, 3.48223, -3.28843], [1.73896, -3.73090, 1.39536]],
  "lowdin_charge": [-0.11, -0.16, -0.26, -0.26, -0.28, -0.23, -0.09, -0.17, -0.19, -0.15, -0.16, -0.11, -0.20, -0.17, -0.21, -0.10, -0.08, -0.16, -0.16, -0.07, -0.17, -0.18, -0.13, -0.18, 0.01, 0.02, -0.17, -0.14, -0.16, -0.16, 0.00, -0.21, -0.19, -0.18, -0.13, -0.18, 0.05, -0.10, -0.19, -0.06, -0.23, -0.10, 0.12, 0.12, 0.14, 0.03, 0.12, 0.04, 0.09, 0.03, 0.10, 0.02, 0.09, 0.11, 0.09, 0.08, 0.12, 0.12, 0.14, 0.13, 0.09, 0.09, 0.01, 0.08, 0.09, 0.05, 0.10, 0.14, 0.11, 0.14, 0.08, 0.13, 0.14, 0.09, 0.12, 0.06, -0.08, 0.12, 0.06, 0.10, 0.10, 0.14, 0.12, 0.14, 0.12, 0.15, 0.10, 0.08, 0.14, 0.13, 0.00, 0.12, 0.13, 0.08, 0.08, 0.10, 0.15, 0.13, 0.01, 0.11, 0.10, 0.11, 0.12, 0.13, 0.10, 0.11, 0.13, 0.09, 0.13, 0.13, 0.11, 0.13, 0.16, 0.13, 0.11, 0.09, 0.14, 0.08, 0.12, 0.14, 0.08, 0.09],
  "gap_ev": 8.79,
  "lumo_ev": -3.16,
  "total_charge": 2,
  "e_homo_ev": -11.95
}